Record 1
This record from the Open Molecules 2025 dataset describes a 3-piece molecular cluster, C3H9NO4 overall in a non-equilibrium geometry. The level of theory is ωB97M-V/def2-TZVPD.

```
17
Properties=species:S:1:pos:R:3:forces:R:3:lowdin_spin:R:1
O -0.904 2.226 -1.297 -0.22 0.86 -0.29 0.77
C -0.293 1.161 -1.182 0.87 -0.97 1.03 0.09
N -0.377 0.160 -2.023 -0.38 -0.14 -0.91 0.02
C -0.112 -1.229 -1.734 0.64 -0.49 0.50 0.00
O -0.533 -2.056 -2.459 -0.15 0.02 -0.30 0.01
C 0.626 1.047 0.026 -0.07 0.93 0.26 0.08
H -0.821 0.275 -2.929 -0.42 0.18 0.01 0.00
H 0.488 -1.428 -0.835 -0.08 0.20 0.00 0.00
H 0.237 0.380 0.779 -0.19 -0.46 -0.09 0.00
H 1.589 0.720 -0.340 0.19 -0.23 -0.11 0.01
H 0.763 2.001 0.533 -0.16 0.15 -0.25 0.00
H 2.583 0.127 2.269 0.14 -0.16 0.13 0.00
H 1.324 -0.444 2.912 0.36 -0.23 -0.06 0.00
O 1.937 -0.583 2.172 -0.49 0.40 0.06 0.01
H -2.387 -1.137 0.692 -0.10 -0.15 0.11 0.00
H -1.628 -0.442 1.836 -0.05 -0.12 0.14 0.00
O -2.492 -0.777 1.579 0.10 0.21 -0.23 0.00
```
Forces are in eV/Å.

**Multiplicity**: 2
**Total charge**: +1
**Molecular weight**: 123.11 g mol⁻¹
**ΔE to the lowest compared entry with this formula, charge and spin**: 0.5266 eV

***

Record 2
This record from the Open Molecules 2025 dataset describes one molecule with the formula C3H9NO4P2S in a non-equilibrium geometry. The level of theory is ωB97M-V/def2-TZVPD.

```
20
Properties=species:S:1:pos:R:3:forces:R:3:mulliken_charge:R:1
C 2.460 1.014 0.631 -0.48 0.04 0.23 -1.04
C 1.961 -0.405 0.332 0.62 0.06 -0.10 -0.24
N 1.057 -0.501 -0.846 -0.28 0.68 0.23 -0.32
P -0.545 -0.820 -0.591 0.14 0.13 0.00 0.13
C -0.968 -2.129 0.746 -1.29 -0.39 0.21 0.66
O -2.193 -2.106 0.806 -0.20 0.15 -0.28 -0.59
O -0.057 -2.742 1.210 1.18 -0.47 0.47 -0.55
P -1.826 0.967 -0.229 0.30 0.84 -0.01 0.68
O -2.705 1.125 -1.567 -0.05 -0.50 -0.01 -0.51
O -2.900 0.604 0.859 -0.29 0.10 -0.27 -0.47
S -0.772 2.497 0.202 0.20 -0.20 0.01 -0.33
H 1.951 1.423 1.505 0.01 0.02 -0.04 0.29
H 3.527 1.016 0.839 0.04 0.02 -0.11 0.34
H 2.228 1.703 -0.182 0.25 -0.04 -0.08 0.25
H 1.481 -0.832 1.208 -0.12 -0.15 -0.09 0.22
H 2.823 -1.033 0.105 -0.10 -0.12 0.01 0.33
H 1.202 0.286 -1.471 0.19 -0.17 -0.15 0.31
H -1.022 -1.347 -1.792 -0.07 0.09 -0.16 0.13
H -2.122 1.297 -2.319 -0.20 0.18 -0.09 0.36
H -3.579 -0.017 0.554 0.16 -0.26 0.22 0.34
```
Forces are in eV/Å.

**Molecular weight**: 217.12 g mol⁻¹
**E**: -1556.3865 a.u.

***

Record 3
This record from the Open Molecules 2025 dataset describes an isolated ion of composition C3H9NOP and charge +1 in a non-equilibrium geometry. The level of theory is ωB97M-V/def2-TZVPD.

```
15
Properties=species:S:1:pos:R:3:forces:R:3:mulliken_charge:R:1
C 1.187 1.974 0.466 0.18 0.03 1.16 -1.10
C 0.643 1.175 -0.455 -0.60 0.73 -0.71 0.10
C 0.091 -0.145 -0.123 -0.41 1.28 -2.20 0.05
N 0.418 -0.512 1.236 -2.56 1.71 1.28 -0.19
P -1.394 -0.644 -0.853 1.58 -0.36 0.50 0.35
O -1.327 -2.189 -0.519 -1.69 -1.57 0.56 -0.49
H 1.627 2.960 0.340 -0.30 -0.29 -0.38 0.27
H 1.172 1.693 1.556 0.57 0.51 -0.96 0.09
H 0.474 1.588 -1.483 0.42 -0.68 0.87 0.28
H 0.458 0.479 1.720 -0.04 -2.38 -0.24 0.30
H 1.344 -0.949 1.323 -0.55 -0.36 0.18 0.34
H -0.459 -1.016 1.570 2.25 0.06 0.31 0.38
H -2.732 -0.318 -0.459 0.32 0.07 -0.29 0.10
H -1.258 -0.512 -2.241 -0.24 0.61 0.19 0.14
H -2.188 -2.679 -0.405 1.08 0.63 -0.28 0.36
```
Forces are in eV/Å.

**Total charge**: +1
**Molecular weight**: 106.08 g mol⁻¹
**SMILES string**: C=CC([NH3+])=[PH2]O
**ΔE to the lowest compared entry with this formula, charge and spin**: 1.9804 eV

***

Record 4
This record from the Open Molecules 2025 dataset describes an isolated ion of composition C3H9NOS and charge -1 in a non-equilibrium geometry. The level of theory is ωB97M-V/def2-TZVPD.

```
15
Properties=species:S:1:pos:R:3:forces:R:3:lowdin_spin:R:1
C 0.049 -0.132 1.145 0.26 -0.70 0.07 0.03
C -0.716 1.147 1.417 0.15 0.80 -0.72 0.07
S -2.047 1.395 0.169 -0.51 -0.19 0.38 0.51
N 0.563 -0.051 -0.225 -0.52 -0.95 0.86 0.02
C 0.427 -1.233 -1.042 0.53 0.33 -2.48 0.10
O 1.436 -1.230 -2.072 0.14 0.11 0.16 0.06
H -0.576 -1.018 1.375 -0.19 0.42 -0.94 0.00
H 0.898 -0.387 1.795 0.08 0.81 0.48 0.01
H -1.159 1.273 2.399 -0.08 -0.31 0.20 0.00
H -0.079 2.023 1.256 0.20 -0.21 0.26 0.01
H -1.369 1.978 -0.844 0.25 -0.08 0.10 0.09
H 1.455 0.415 -0.249 0.23 -0.52 -0.24 0.01
H -0.522 -1.155 -1.583 -0.35 -0.21 0.44 0.03
H 0.520 -2.274 -0.689 -0.05 0.60 1.15 0.01
H 1.119 -0.752 -2.851 -0.13 0.10 0.29 0.04
```
Forces are in eV/Å.

**Multiplicity**: 2
**Total charge**: -1
**Molecular weight**: 107.18 g mol⁻¹
**ΔE to the lowest compared entry with this formula, charge and spin**: 1.9225 eV

***

Record 5
This record from the Open Molecules 2025 dataset describes an isolated ion of composition C3H9NOS2 and charge -1 in a non-equilibrium geometry. The level of theory is ωB97M-V/def2-TZVPD.

```
16
Properties=species:S:1:pos:R:3:forces:R:3:lowdin_spin:R:1
N 0.290 0.144 -1.383 -0.21 0.57 -0.60 0.00
C 0.535 -0.554 -0.124 0.71 0.83 2.22 0.01
C 1.605 0.298 0.626 -1.20 2.32 -0.83 0.00
O 2.881 0.281 -0.049 -0.77 0.80 -0.21 0.00
C -0.667 -0.587 0.932 0.10 -0.40 -1.52 0.04
S -2.220 -1.017 0.019 1.86 -3.66 1.33 0.38
S -3.159 0.870 -0.397 -1.99 3.26 -0.82 0.52
H -0.092 1.110 -1.226 0.29 -1.48 -0.02 0.00
H -0.312 -0.320 -2.093 0.44 0.25 1.35 0.00
H 1.088 -1.523 -0.236 -1.17 0.47 -0.42 0.00
H 1.047 1.372 0.823 1.70 -1.70 -1.22 0.00
H 1.757 0.090 1.677 0.34 -1.05 0.06 0.00
H 2.748 0.533 -0.999 -0.35 -0.39 1.26 0.00
H -0.716 0.442 1.377 -0.32 -0.74 -0.26 0.01
H -0.466 -1.344 1.727 -0.20 0.65 -0.59 0.01
H -4.321 0.207 -0.675 0.75 0.26 0.28 0.03
```
Forces are in eV/Å.

**Multiplicity**: 2
**Total charge**: -1
**Molecular weight**: 139.25 g mol⁻¹
**ΔE to the lowest compared entry with this formula, charge and spin**: 1.0087 eV

***

Record 6
This record from the Open Molecules 2025 dataset describes a 2-piece molecular cluster, C3H9NOS2 overall in a non-equilibrium geometry. The level of theory is ωB97M-V/def2-TZVPD.

```
16
Properties=species:S:1:pos:R:3:forces:R:3:mulliken_charge:R:1
C -2.956 -1.039 -0.574 1.38 1.01 -1.93 -0.92
C 1.969 0.580 -0.099 -0.52 1.38 0.87 -0.05
C 2.259 1.122 1.090 0.41 -0.11 -0.72 -0.71
N 1.772 -0.786 -0.285 -0.35 1.69 -1.42 -0.40
O -1.083 -0.944 1.230 0.86 -0.13 -0.43 -0.52
S -1.661 1.578 -0.292 1.56 0.17 -0.41 -0.23
S -1.147 -0.588 -0.201 -2.31 1.66 1.20 0.56
H -2.730 -1.510 -1.550 -1.13 0.09 0.28 0.28
H -3.041 -1.739 0.180 -0.35 -1.81 1.35 0.32
H -3.854 -0.385 -0.524 1.16 0.16 -0.32 0.38
H 1.746 1.228 -0.992 0.20 -0.89 0.89 0.37
H -0.393 2.225 -0.419 -1.48 -1.17 0.24 0.13
H 2.624 0.456 1.852 -0.26 -0.10 0.50 0.18
H 2.304 2.181 1.292 -0.03 0.02 -0.21 0.25
H 2.203 -0.973 -1.150 0.34 -1.29 -1.05 0.19
H 1.988 -1.406 0.441 0.53 -0.69 1.17 0.17
```
Forces are in eV/Å.

**Molecular weight**: 139.25 g mol⁻¹
**ΔE to the lowest compared entry with this formula, charge and spin**: 2.8849 eV

***

Record 7
This record from the Open Molecules 2025 dataset describes C3H9NOS2 as an isolated structure in a non-equilibrium geometry. The level of theory is ωB97M-V/def2-TZVPD.

```
16
Properties=species:S:1:pos:R:3:forces:R:3:mulliken_charge:R:1
C -1.557 -1.548 0.004 -0.48 3.23 2.57 -0.88
C 3.428 0.612 0.485 0.16 1.75 0.90 -0.21
C -0.418 -0.874 -0.672 1.08 1.48 1.22 -0.65
N -2.340 1.177 0.157 2.31 1.13 0.74 -0.74
O 0.845 1.575 -0.517 -0.03 -0.29 -0.12 -0.48
S 2.544 -0.499 1.245 0.72 0.00 -0.06 -0.21
S 0.137 0.629 0.348 -3.82 0.38 -0.70 0.47
H -2.376 -0.749 0.077 0.75 -1.68 -0.34 0.39
H -1.800 -2.418 -0.525 -0.48 -1.55 -0.10 0.36
H -1.225 -1.601 1.107 -0.72 -0.99 -1.48 0.22
H 4.248 0.293 -0.158 -0.14 0.24 -0.06 0.26
H 3.332 1.773 0.682 -0.02 -2.47 -0.59 0.23
H -2.182 1.961 0.884 -0.56 -1.07 -2.14 0.20
H -0.603 -0.323 -1.558 -0.27 -0.11 -1.33 0.36
H 0.428 -1.527 -0.711 0.83 -0.22 -0.45 0.46
H -2.462 1.517 -0.849 0.66 0.16 1.93 0.21
```
Forces are in eV/Å.

**Molecular weight**: 139.25 g mol⁻¹
**ΔE to the lowest compared entry with this formula, charge and spin**: 5.6232 eV

***

Record 8
This record from the Open Molecules 2025 dataset describes one molecule with the formula C3H9NOSi in a non-equilibrium geometry. The level of theory is ωB97M-V/def2-TZVPD.

```
15
Properties=species:S:1:pos:R:3:forces:R:3:mulliken_charge:R:1
C -1.707 -1.113 0.026 1.06 -0.87 -0.24 -1.34
C -0.218 -0.931 0.064 -0.20 -0.91 1.20 0.73
O 0.556 -1.882 0.124 -0.45 0.06 -0.29 -0.58
N 0.302 0.329 0.155 1.02 0.03 -0.41 0.12
C -0.421 1.536 -0.116 0.33 1.44 0.10 -0.92
Si 2.080 0.111 0.149 0.03 -1.75 0.80 0.29
H -1.986 -1.118 -0.981 -0.67 0.58 -1.78 0.34
H -2.129 -2.037 0.362 0.67 -0.84 0.60 0.35
H -2.177 -0.370 0.562 -1.20 1.91 0.88 0.38
H 0.239 2.435 -0.091 -0.19 -0.80 0.31 0.28
H -0.809 1.571 -1.111 -0.51 -0.23 -0.81 0.36
H -1.236 1.738 0.571 -0.11 -0.14 0.25 0.33
H 2.897 1.362 -0.146 -0.72 -0.29 0.73 -0.15
H 2.372 -0.781 -0.966 0.37 0.12 -0.44 -0.11
H 2.237 -0.852 1.399 0.57 1.68 -0.88 -0.06
```
Forces are in eV/Å.

**Molecular weight**: 103.20 g mol⁻¹
**SMILES string**: CC(=O)N(C)[SiH3]
**ΔE to the lowest compared entry with this formula, charge and spin**: 0.6932 eV

***

Record 9
This record from the Open Molecules 2025 dataset describes a 2-piece molecular cluster, C3H9NS overall in a non-equilibrium geometry. The level of theory is ωB97M-V/def2-TZVPD.

```
14
Properties=species:S:1:pos:R:3:forces:R:3:lowdin_spin:R:1
C 1.479 -0.833 0.136 0.19 -0.35 0.21 0.00
C 0.326 0.151 0.030 -0.48 0.12 -0.11 0.01
C -0.678 -0.310 -1.046 0.72 1.52 0.10 0.02
S -2.674 2.211 0.256 -0.24 0.28 -0.02 0.90
N -0.366 0.301 1.303 -1.20 -0.47 0.39 0.03
H 1.173 -1.812 0.545 -0.20 0.48 0.02 0.00
H 1.902 -1.062 -0.848 0.18 0.31 0.05 0.00
H 2.243 -0.426 0.803 0.20 -0.14 -0.09 0.00
H 0.700 1.150 -0.285 0.08 -0.50 -0.18 0.00
H -1.162 -1.260 -0.848 0.12 -0.16 0.00 0.00
H -0.165 -0.234 -2.006 0.05 -0.70 -0.15 0.00
H -1.404 0.495 -1.114 -0.62 -0.17 0.10 0.02
H -0.027 1.018 1.930 0.54 0.05 -0.30 0.00
H -1.348 0.612 1.144 0.66 -0.27 0.00 0.01
```
Forces are in eV/Å.

**Multiplicity**: 2
**Total charge**: -1
**Molecular weight**: 91.18 g mol⁻¹
**ΔE to the lowest compared entry with this formula, charge and spin**: 0.0000 eV

***

Record 10
This record from the Open Molecules 2025 dataset describes a 2-piece molecular cluster, C3H9NS overall in a non-equilibrium geometry. The level of theory is ωB97M-V/def2-TZVPD.

```
14
Properties=species:S:1:pos:R:3:forces:R:3:mulliken_charge:R:1
C 2.053 1.295 -0.748 0.34 -0.50 1.83 -0.22
N 3.223 1.091 -1.171 -0.24 2.16 -1.95 -0.53
H 1.195 1.624 -1.324 -0.06 -0.85 -0.85 0.26
H 1.806 1.125 0.314 0.01 0.87 0.09 0.22
H 3.965 1.402 -0.552 0.01 -1.61 0.89 0.27
C -1.999 -0.536 1.597 0.56 -0.04 -0.49 -0.79
S -1.291 0.498 0.269 -0.18 -0.45 -0.12 -0.09
C -0.742 -0.848 -0.828 0.01 -0.02 0.72 -0.91
H -2.215 -1.532 1.212 -0.08 0.07 -0.11 0.26
H -1.201 -0.633 2.328 -0.42 -0.02 0.47 0.25
H -2.925 -0.107 1.964 0.16 0.15 0.26 0.32
H -0.023 -0.419 -1.519 -0.29 -0.14 -0.39 0.31
H -1.616 -1.319 -1.264 0.03 0.17 -0.57 0.36
H -0.232 -1.641 -0.278 0.16 0.23 0.21 0.29
```
Forces are in eV/Å.

**Molecular weight**: 91.18 g mol⁻¹
**SMILES string**: C=N.CSC
**ΔE to the lowest compared entry with this formula, charge and spin**: 1.9225 eV

***

Record 11
This record from the Open Molecules 2025 dataset describes a 2-piece molecular cluster, C3H9NS overall in a non-equilibrium geometry. The level of theory is ωB97M-V/def2-TZVPD.

```
14
Properties=species:S:1:pos:R:3:forces:R:3:mulliken_charge:R:1
C 2.915 -3.203 2.397 0.37 0.08 0.85 -0.23
N 4.149 -3.250 2.102 -0.67 -1.15 -0.25 -0.47
H 2.067 -3.305 1.719 0.13 -0.35 -0.17 0.22
H 2.674 -3.085 3.456 -0.18 0.58 -0.14 0.24
H 4.212 -3.664 1.166 0.35 0.85 -0.29 0.24
C -1.205 1.968 -2.616 -0.19 0.31 -0.05 -0.84
C -2.009 2.202 -1.341 0.41 -0.40 0.53 -0.50
S -1.687 0.907 -0.054 -0.33 -0.02 -0.51 -0.21
H -0.238 2.457 -2.498 0.24 -0.49 0.01 0.25
H -1.115 0.901 -2.805 0.26 0.04 -0.10 0.30
H -1.630 2.434 -3.507 -0.34 0.00 0.13 0.30
H -1.634 3.082 -0.828 -0.49 0.39 -0.26 0.29
H -3.087 2.243 -1.452 0.03 0.13 -0.23 0.30
H -0.883 1.699 0.626 0.41 0.05 0.48 0.11
```
Forces are in eV/Å.

**Molecular weight**: 91.18 g mol⁻¹
**SMILES string**: C=N.CCS
**ΔE to the lowest compared entry with this formula, charge and spin**: 1.4168 eV

***

Record 12
This record from the Open Molecules 2025 dataset describes a 2-piece molecular cluster, C3H9NS overall in a non-equilibrium geometry. The level of theory is ωB97M-V/def2-TZVPD.

```
14
Properties=species:S:1:pos:R:3:forces:R:3:mulliken_charge:R:1
C 1.991 0.298 -0.034 -0.34 -1.57 1.10 -0.85
N 0.645 0.515 0.562 -0.34 0.11 -2.31 -0.30
C -0.373 -0.303 -0.063 3.17 -0.89 3.91 -0.08
C -1.650 -0.458 0.694 -1.29 1.46 -2.21 -0.66
S -2.874 -1.135 -0.496 0.30 0.51 0.71 -0.35
H 2.194 0.487 -1.093 -0.59 0.46 0.02 0.30
H 2.086 -0.784 0.105 0.60 0.10 -0.20 0.37
H 2.752 0.752 0.590 0.03 0.29 -0.02 0.32
H 0.369 1.476 0.378 -0.02 0.16 0.72 0.30
H -0.755 0.237 -1.036 -0.44 0.98 -1.83 -0.50
H 0.044 -1.253 -0.399 -0.11 0.17 -0.43 0.43
H -1.559 -1.031 1.616 0.42 -0.50 -0.33 0.39
H -1.884 0.573 1.001 -0.53 -0.28 0.23 0.22
H -0.988 0.625 -1.824 -0.86 -1.01 0.63 0.42
```
Forces are in eV/Å.

**Molecular weight**: 91.18 g mol⁻¹
**ΔE to the lowest compared entry with this formula, charge and spin**: 5.4678 eV

***

Question: Look up the molecular weight of the twelfth one.
Answer: 91.18 g mol⁻¹

***

Question: Which of these has the highest molecular weight?
Answer: C3H9NO4P2S